No. 1
10
Properties=species:S:1:pos:R:3:forces:R:3 method="wB97M-V/def2-TZVPD" spin_multiplicity=1 homo_lumo_gap_ha=0.18380 total_charge=+3
Al 0.38862 0.92512 0.86788 -0.932 -2.130 -1.138
O 1.74683 0.01732 -1.43472 -0.711 -0.667 0.447
H 2.66532 -0.35702 -1.54238 -0.185 0.628 0.436
H 1.43546 0.24278 -2.34877 0.151 0.412 0.489
O -0.26464 -0.85826 2.77780 0.854 0.980 -0.141
H -0.51702 -1.82092 2.78047 -0.084 0.465 -0.675
H -0.46812 -0.51408 3.68600 -0.050 0.120 -0.533
O -1.33492 0.78140 -1.36510 0.855 0.158 -0.090
H -1.76911 1.58125 -1.76814 0.044 -0.228 0.575
H -1.88240 0.00242 -1.65304 0.057 0.263 0.629


No. 2
10
Properties=species:S:1:pos:R:3:forces:R:3 method="wB97M-V/def2-TZVPD" spin_multiplicity=1 homo_lumo_gap_ha=0.16747 total_charge=+3
Al 17.14021 -12.43290 -18.80884 0.361 0.661 -2.509
O 19.00114 -12.51241 -20.90561 -1.083 0.408 -0.074
H 19.90767 -12.14438 -21.04644 0.043 -0.208 0.646
H 18.90143 -13.21695 -21.58240 0.282 -0.273 0.406
O 17.50654 -9.87816 -20.14887 0.655 -0.643 -0.108
H 16.92441 -9.41866 -20.80470 -0.366 -0.158 0.415
H 18.05074 -9.16130 -19.73477 -0.361 -0.100 0.297
O 15.74484 -12.96823 -21.27798 0.928 1.102 0.069
H 14.84910 -12.91305 -21.69598 -0.181 -0.406 0.693
H 16.32137 -13.36281 -21.96382 -0.279 -0.383 0.165


No. 3
29
Properties=species:S:1:pos:R:3:forces:R:3 method="wB97M-V/def2-TZVPD" spin_multiplicity=1 homo_lumo_gap_ha=0.34299 total_charge=0
He 0.14890 -2.72525 0.65508 0.043 -0.106 -0.004
Ar -0.14184 0.02592 0.54976 0.018 0.039 -0.084
O 3.25348 1.33096 1.98330 -0.003 -0.270 0.831
H 3.65316 0.46699 2.08345 0.018 -0.190 0.292
H 3.23784 1.48003 1.03791 0.054 0.376 -0.630
O -1.45125 -0.59488 3.43319 0.002 0.092 0.314
H -1.82735 -1.25027 2.84562 -0.138 -0.537 -0.475
H -2.11349 0.09475 3.47882 -0.168 0.217 0.091
O -0.96857 0.63963 -2.99533 -0.228 0.529 0.086
H -0.34605 -0.07780 -2.87711 0.423 -0.682 0.074
H -0.72989 1.02825 -3.83690 -0.079 0.128 -0.355
O -2.47735 -1.62636 -1.35773 -0.316 0.093 0.033
H -1.58833 -1.37068 -1.60373 0.329 0.187 0.017
H -2.64064 -2.43079 -1.85013 -0.103 -0.243 -0.103
O -2.56960 -2.54520 1.25526 0.089 -0.152 0.843
H -3.41414 -2.98103 1.36938 -0.177 -0.130 0.160
H -2.66946 -2.03506 0.45151 0.137 0.299 -0.722
O 0.63823 -1.67573 -2.53909 -0.327 0.206 0.068
H 0.47114 -2.24986 -3.28654 -0.059 -0.296 -0.234
H 1.54509 -1.39134 -2.65293 0.410 0.074 0.148
O 3.02686 2.20101 -0.45711 0.446 -0.186 -0.490
H 3.19383 3.14349 -0.46664 0.070 0.228 0.036
H 2.09357 2.12063 -0.65393 -0.705 0.196 -0.173
O 0.29544 2.59141 -1.37687 0.580 0.433 0.245
H 0.00423 1.87948 -1.94659 -0.473 -0.465 -0.312
H -0.48342 3.13400 -1.25358 -0.121 0.125 0.154
O 0.77477 1.05465 3.67644 0.121 0.377 0.301
H 0.06926 0.42248 3.53920 -0.335 -0.428 0.016
H 1.01558 1.34060 2.79526 0.491 0.086 -0.128


Respective energy above the lowest of the compared OMol25 structures with the same formula, charge and spin values: 361.41 448.59 9.58 kJ/mol.
Respective highest occupied orbital energy values: -26.5 -26.4 -9.7 eV.